A molecular structure, C35H32F3MnN2OP2SSe3Te, computed with wB97M-V/def2-TZVPD.

```
! wB97M-V def2-TZVPD RIJCOSX def2/J DEFGRID3
* xyz -2 5
Mn 2.021 1.774 -0.330
N 4.246 -0.720 -3.081
C 3.638 0.442 -2.724
O 2.669 0.409 -1.967
C 4.166 1.707 -3.333
C 3.073 2.628 -3.841
H 4.078 -1.455 -2.409
H 5.209 -0.629 -3.357
H 4.832 1.440 -4.159
H 4.771 2.171 -2.545
H 2.292 2.079 -4.371
H 3.490 3.358 -4.533
Se 5.619 0.467 -0.065
Se 4.312 2.453 0.223
Te 1.974 3.782 -2.380
Se -0.039 4.163 -3.844
C -1.183 -0.435 0.764
P 0.335 -0.239 -0.263
C 1.236 -1.743 0.284
C 0.611 -2.957 0.585
C 1.344 -4.048 1.024
C 2.722 -3.939 1.182
C 3.349 -2.739 0.898
C 2.612 -1.648 0.453
C -0.187 -0.624 -1.971
C -0.355 0.463 -2.826
C -0.684 0.264 -4.158
C -0.845 -1.022 -4.649
C -0.668 -2.111 -3.807
C -0.333 -1.913 -2.474
P -2.464 0.896 0.916
C -3.022 1.041 -0.825
C -3.628 -0.005 -1.525
C -4.017 0.163 -2.840
C -3.793 1.379 -3.481
C -3.171 2.415 -2.808
C -2.793 2.247 -1.480
C -3.837 -0.150 1.564
C -3.635 -1.243 2.409
C -4.707 -1.919 2.977
C -6.007 -1.519 2.714
C -6.225 -0.428 1.880
C -5.155 0.248 1.321
H -0.795 -0.625 1.770
H -1.674 -1.353 0.428
H -0.463 -3.060 0.479
H 0.838 -4.979 1.252
H 3.294 -4.786 1.543
H 4.416 -2.607 1.033
H 3.169 -0.737 0.254
H -0.204 1.481 -2.484
H -0.782 1.138 -4.791
H -1.093 -1.180 -5.692
H -0.772 -3.121 -4.187
H -0.165 -2.772 -1.836
H -3.796 -0.957 -1.033
H -4.476 -0.659 -3.378
H -4.075 1.502 -4.520
H -2.928 3.341 -3.312
H -2.274 3.048 -0.965
H -2.632 -1.575 2.639
H -4.515 -2.762 3.630
H -6.844 -2.047 3.155
H -7.236 -0.102 1.665
H -5.343 1.094 0.669
F 3.273 -0.161 7.033
C 1.987 0.133 6.681
F 1.489 0.945 7.661
F 1.316 -1.070 6.887
C 1.864 0.702 5.350
C 2.716 0.328 4.282
C 2.569 0.785 3.023
N 1.528 1.702 2.687
C 0.644 2.065 3.757
C 0.819 1.581 5.010
H 3.545 -0.352 4.445
H 3.240 0.550 2.211
H -0.141 2.740 3.462
H 0.103 1.909 5.754
S 0.190 3.187 0.815
C 1.357 2.171 1.479
*
```

**LUMO energy (alpha / beta)**: 3.9 / 3.9 eV
**ΔE to the lowest compared entry with this formula, charge and spin**: 0.0 kcal per mole
**HOMO level (alpha / beta)**: -1.066 / -0.948 eV
**Strongest force on any atom**: 0.548 eV/Å


2 unconnected molecules or ions with the total composition H2IO, computed with wB97M-V/def2-TZVPD.

```
! wB97M-V def2-TZVPD RIJCOSX def2/J DEFGRID3
* xyz -1 1
O 0.899 -0.401 -0.512
H 0.020 -0.204 -0.115
H 0.779 -1.267 -0.963
I -1.698 1.871 1.590
*
```

**LUMO energy**: 3.7 eV
**ΔE to the lowest compared entry with this formula, charge and spin**: 5.2 kcal per mole
**HOMO level**: -3.386 eV
**Strongest force on any atom**: 1.266 eV/Å


A molecular structure, C14H26CaNOP, computed with wB97M-V/def2-TZVPD.

```
! wB97M-V def2-TZVPD RIJCOSX def2/J DEFGRID3
* xyz 0 1
C -2.807 0.238 -3.056
C -2.609 -1.003 -2.447
C -1.860 -1.095 -1.242
C -1.348 0.060 -0.686
C -1.541 1.295 -1.276
C -2.301 1.390 -2.466
C -1.724 -2.455 -0.547
C -0.282 -3.031 -0.368
N 0.775 -1.987 -0.097
Ca -0.308 -0.698 1.528
C -0.968 2.565 -0.653
P 0.623 2.120 0.125
H -3.023 -1.922 -2.868
H -2.431 2.379 -2.920
H -3.371 0.299 -3.991
H -1.611 3.027 0.117
H -0.702 3.340 -1.391
H -2.237 -2.449 0.446
H -2.259 -3.233 -1.104
H -0.255 -3.753 0.470
C 1.400 3.530 0.950
C 1.665 1.896 -1.339
H 0.027 -3.563 -1.285
C 1.351 -1.476 -1.361
C 1.867 -2.549 0.733
H 0.420 1.248 1.289
H 1.818 -2.323 -1.888
H 0.574 -1.042 -1.998
H 2.112 -0.714 -1.148
H 2.406 -3.313 0.148
H 2.587 -1.766 1.026
H 1.455 -3.041 1.635
H 1.758 2.901 -1.786
H 2.688 1.551 -1.128
H 1.263 1.251 -2.134
H 1.514 4.358 0.238
H 0.802 3.828 1.826
H 2.393 3.177 1.293
H 1.312 0.859 3.495
C 0.140 0.017 4.842
O 0.606 0.168 3.476
H 0.858 -0.578 5.401
H -0.838 -0.499 4.837
H 0.059 0.996 5.303
*
```

**LUMO energy (alpha / beta)**: 0.4 / 0.4 eV
**ΔE to the lowest compared entry with this formula, charge and spin**: 7.7 kcal per mole
**HOMO level (alpha / beta)**: -3.337 / -3.338 eV
**Strongest force on any atom**: 2.772 eV/Å


11 unconnected molecules or ions with the total composition C6H31NO10, computed with wB97M-V/def2-TZVPD.

```
! wB97M-V def2-TZVPD RIJCOSX def2/J DEFGRID3
* xyz -1 2
C 0.076 -0.122 -0.123
N 2.544 -1.019 1.542
C 1.690 -1.801 0.743
C 0.529 -1.482 0.143
C -0.271 -2.625 -0.314
C -1.287 -2.616 -1.155
C -2.086 -3.862 -1.528
H -0.526 -0.004 -1.045
H 0.874 0.654 -0.047
H -0.623 0.360 0.568
H 3.467 -1.424 1.667
H 2.642 -0.021 1.417
H 2.094 -2.813 0.685
H -0.110 -3.508 0.307
H -1.699 -1.753 -1.668
H -3.111 -3.801 -1.813
H -2.073 -4.591 -0.695
H -1.593 -4.300 -2.430
H 1.665 -1.946 3.087
H 0.333 -2.425 3.657
O 1.189 -2.088 3.942
H 0.834 -0.014 -3.629
H -0.240 -0.833 -2.797
O -0.077 -0.049 -3.325
H 1.152 -0.237 4.922
H 2.287 -0.136 4.030
O 1.885 0.366 4.748
H 1.702 2.877 -2.971
H 2.858 3.230 -1.949
O 2.639 2.752 -2.763
H 3.480 1.314 -1.901
H 4.243 0.988 -0.629
O 3.620 0.589 -1.252
H -0.544 4.278 -3.127
H -0.565 2.814 -2.429
O -0.442 3.772 -2.307
H 0.549 1.513 3.811
H 0.239 0.222 3.126
O 0.073 1.167 3.045
H -3.041 3.179 -2.967
H -3.055 1.739 -2.600
O -3.651 2.502 -2.636
H -3.298 -0.873 1.204
H -3.651 -1.730 2.324
O -3.801 -0.828 2.024
H -1.579 4.301 0.496
H -2.813 3.798 -0.006
O -2.528 4.488 0.617
*
```

**LUMO energy (alpha / beta)**: 2.2 / 2.1 eV
**ΔE to the lowest compared entry with this formula, charge and spin**: 0.0 kcal per mole
**HOMO level (alpha / beta)**: 0.077 / -5.856 eV
**Strongest force on any atom**: 2.793 eV/Å


7 unconnected molecules or ions with the total composition C29H51BNO16PS, computed with wB97M-V/def2-TZVPD.

```
! wB97M-V def2-TZVPD RIJCOSX def2/J DEFGRID3
* xyz 0 1
N 2.550 -0.469 -0.998
C 1.736 0.579 -0.366
C 0.300 0.583 -0.953
P -0.597 2.170 -1.159
O -0.899 1.666 -2.818
S -0.134 2.676 0.970
C 0.164 3.758 -1.779
C 1.590 4.012 -1.383
O 1.933 4.895 -0.643
C -2.434 2.203 -0.839
B -3.131 0.821 -1.213
O -3.423 0.443 -2.511
O -3.495 -0.039 -0.215
H 2.516 -0.413 -2.011
H 2.234 -1.385 -0.705
H 2.271 1.517 -0.517
H 1.765 0.330 0.690
H 0.294 0.073 -1.910
H -0.328 -0.007 -0.272
H -1.582 2.230 -3.202
H -0.807 3.823 1.143
H 0.100 3.757 -2.866
H -0.445 4.579 -1.393
H 2.351 3.360 -1.849
H -2.885 3.048 -1.365
H -2.550 2.369 0.229
H -2.649 0.016 -2.902
H -3.152 0.244 0.641
O -0.259 -2.011 1.684
C 0.587 -1.848 2.519
C 1.257 -2.881 3.399
C 1.913 -2.020 4.478
C 2.175 -0.720 3.730
O 1.107 -0.623 2.771
H 1.994 -3.421 2.801
H 0.517 -3.570 3.795
H 2.814 -2.450 4.911
H 1.199 -1.845 5.284
H 3.126 -0.734 3.191
H 2.147 0.154 4.372
O -1.405 -4.410 4.460
C -2.114 -3.456 4.611
C -3.622 -3.417 4.737
C -3.946 -1.946 4.488
C -2.676 -1.263 4.975
O -1.614 -2.199 4.712
H -3.891 -3.736 5.746
H -4.078 -4.086 4.014
H -4.842 -1.596 4.985
H -4.069 -1.776 3.418
H -2.696 -1.066 6.050
H -2.454 -0.336 4.451
O -7.120 -1.927 4.411
C -7.802 -0.952 4.536
C -9.313 -0.874 4.637
C -9.591 0.604 4.370
C -8.311 1.258 4.875
O -7.273 0.292 4.633
H -9.602 -1.175 5.645
H -9.775 -1.540 3.914
H -10.485 0.987 4.858
H -9.693 0.772 3.297
H -8.344 1.463 5.947
H -8.057 2.175 4.349
O 1.979 -0.367 -4.011
C 2.874 -0.794 -4.690
C 4.269 -1.186 -4.239
C 5.035 -1.253 -5.558
C 3.935 -1.622 -6.547
O 2.739 -1.015 -6.007
H 4.207 -2.157 -3.745
H 4.664 -0.454 -3.539
H 5.861 -1.962 -5.559
H 5.435 -0.268 -5.802
H 3.772 -2.699 -6.609
H 4.102 -1.239 -7.544
O 4.282 1.131 7.784
C 3.523 1.897 7.271
C 2.989 3.202 7.833
C 1.795 3.497 6.927
C 2.216 2.827 5.625
O 3.021 1.702 6.026
H 3.771 3.956 7.743
H 2.721 3.080 8.878
H 1.573 4.555 6.807
H 0.903 3.007 7.322
H 2.828 3.480 4.999
H 1.378 2.461 5.036
O 4.013 -2.429 -9.575
C 4.199 -1.859 -10.611
C 4.022 -2.394 -12.018
C 4.779 -1.372 -12.864
C 4.638 -0.108 -12.024
O 4.594 -0.566 -10.661
H 2.955 -2.409 -12.244
H 4.421 -3.402 -12.093
H 4.396 -1.255 -13.875
H 5.830 -1.655 -12.931
H 3.710 0.429 -12.234
H 5.474 0.578 -12.131
*
```

**LUMO energy**: 0.4 eV
**SMILES**: NCCP(O)(S)(CC=O)CB(O)O.O=C1CCCO1.O=C1CCCO1.O=C1CCCO1.O=C1CCCO1.O=C1CCCO1.O=C1CCCO1
**ΔE to the lowest compared entry with this formula, charge and spin**: 4.9 kcal per mole
**HOMO level**: -8.411 eV
**Strongest force on any atom**: 1.488 eV/Å


A molecular structure, C11H11NO2Pb, computed with wB97M-V/def2-TZVPD.

```
! wB97M-V def2-TZVPD RIJCOSX def2/J DEFGRID3
* xyz 2 1
Pb 1.407 -0.774 0.265
C 0.441 -0.314 -1.866
H 1.458 -0.241 -2.312
H -0.143 -1.146 -2.298
H -0.075 0.652 -1.950
H -2.194 0.884 -2.066
H -2.237 0.908 -1.283
O 1.089 3.437 0.931
C 1.111 2.211 1.014
O 1.688 1.395 0.161
C 0.462 1.575 2.227
C 0.302 2.258 3.436
C -0.205 1.591 4.542
C -0.634 0.244 4.394
C -1.121 -0.553 5.458
C -1.560 -1.863 5.253
C -1.520 -2.423 3.953
C -0.981 -1.698 2.896
C -0.514 -0.375 3.103
N 0.121 0.282 2.073
H 0.632 3.295 3.470
H -0.274 2.067 5.514
H -1.133 -0.086 6.441
H -1.930 -2.436 6.094
H -1.907 -3.429 3.799
H -0.892 -2.128 1.894
*
```

**LUMO energy (alpha / beta)**: -10.4 / -11.9 eV
**ΔE to the lowest compared entry with this formula, charge and spin**: 1.3 kcal per mole
**HOMO level (alpha / beta)**: -16.766 / -16.819 eV
**Strongest force on any atom**: 2.857 eV/Å